Record 1
The following is a quantum chemistry calculation of a 3-piece molecular cluster, C8H19NO2S overall at a distorted geometry, from OMol25.

Output
Strongest force on any atom in eV/A: 4.59
Electronic energy in Eh: -919.37368
E_HOMO (alpha / beta) in eV: -8.29 / -8.27
Kohn-Sham gap (alpha / beta) in eV: 7.45 / 8.09
Total charge: 0
LUMO energy (alpha / beta) in eV: -0.8 / -0.2

Structure (XYZ):
```
31
C8H19NO2S (ωB97M-V/def2-TZVPD)
C 2.860 -0.729 3.174
C -1.076 -3.530 -0.950
C 0.067 2.206 2.592
C 0.080 2.441 0.136
C 1.519 -0.996 -2.845
C -0.848 0.375 1.089
C -1.091 -2.027 -0.750
C -0.658 1.877 1.259
N 0.322 -0.405 0.928
O 1.553 -0.760 3.491
O 3.148 -0.400 1.907
S 0.573 -1.487 -0.168
H -2.152 -3.692 -1.317
H -0.336 -3.619 -1.732
H -1.116 -3.962 0.060
H 0.963 1.500 2.681
H 0.392 3.280 2.612
H -0.603 2.236 3.569
H 1.088 2.021 -0.036
H 0.097 3.587 0.131
H -0.526 2.221 -0.872
H 2.408 -1.467 -2.753
H 0.866 -1.691 -3.232
H 1.499 0.004 -2.853
H -1.468 -0.012 1.954
H -1.440 0.391 0.188
H -1.835 -1.880 0.017
H -1.231 -1.386 -1.591
H -1.735 2.364 1.296
H 0.989 -0.797 2.717
H 2.282 -0.169 1.450
```



Record 2
The following is a quantum chemistry calculation of BeFNO2S2 as an isolated structure at a distorted geometry, from OMol25.

Output
Strongest force on any atom in eV/A: 2.95
Electronic energy in Eh: -1116.18612
E_HOMO in eV: -9.13
Kohn-Sham gap in eV: 6.90
Total charge: 0
LUMO energy in eV: -2.2

Structure (XYZ):
```
7
BeFNO2S2 (ωB97M-V/def2-TZVPD)
Be 1.263 -1.028 -0.494
N 0.356 1.155 0.596
S 2.005 0.910 0.036
S -0.680 0.078 0.304
O -2.025 0.214 0.820
O -0.071 -1.310 0.269
F -0.849 -0.019 -1.531
```



Record 3
The following is a quantum chemistry calculation of one molecule with the formula C22H28N2O3, from OMol25.

Output
Strongest force on any atom in eV/A: 0.61
Electronic energy in Eh: -1190.34464
SMILES: CCCCOc1ccc(C(=O)Nc2ccc(CN3CCOCC3)cc2)cc1
E_HOMO in eV: -8.00
Kohn-Sham gap in eV: 8.62
Total charge: 0
LUMO energy in eV: 0.6

Structure (XYZ):
```
55
C22H28N2O3 (ωB97M-V/def2-TZVPD)
C 4.222 3.221 -0.539
C 5.430 3.065 0.376
C 6.165 1.738 0.182
C 5.365 0.519 0.638
O 4.426 0.189 -0.367
C 3.545 -0.814 -0.146
C 2.623 -1.046 -1.172
C 1.658 -2.018 -1.043
C 1.590 -2.789 0.117
C 0.584 -3.871 0.276
O 0.867 -4.980 0.682
N -0.700 -3.591 -0.108
C -1.311 -2.366 -0.384
C -0.930 -1.185 0.249
C -1.559 0.003 -0.066
C -2.600 0.050 -0.987
C -3.304 1.351 -1.297
N -4.439 1.715 -0.469
C -4.179 2.066 0.913
C -4.246 0.870 1.873
O -5.477 0.189 1.747
C -5.657 -0.272 0.424
C -5.631 0.897 -0.572
C -2.992 -1.137 -1.595
C -2.362 -2.330 -1.298
C 2.535 -2.592 1.114
C 3.499 -1.606 0.998
H 4.525 3.149 -1.581
H 3.752 4.189 -0.381
H 3.487 2.444 -0.346
H 5.114 3.150 1.418
H 6.133 3.878 0.178
H 6.414 1.606 -0.872
H 7.096 1.761 0.752
H 4.851 0.739 1.583
H 6.044 -0.331 0.798
H 2.689 -0.442 -2.063
H 0.959 -2.187 -1.849
H -1.297 -4.408 -0.164
H -0.144 -1.199 0.987
H -1.237 0.912 0.422
H -2.586 2.174 -1.218
H -3.670 1.322 -2.328
H -3.206 2.553 0.987
H -4.953 2.784 1.210
H -4.193 1.209 2.909
H -3.417 0.173 1.677
H -6.630 -0.767 0.407
H -4.874 -1.004 0.178
H -5.730 0.524 -1.592
H -6.486 1.549 -0.353
H -3.797 -1.128 -2.315
H -2.677 -3.243 -1.782
H 2.502 -3.213 1.996
H 4.210 -1.471 1.798
```



Record 4
The following is a quantum chemistry calculation of one molecule with the formula C2H5NO2 at a distorted geometry, from OMol25.

Output
Strongest force on any atom in eV/A: 2.93
Electronic energy in Eh: -284.22222
SMILES: CN1COO1
E_HOMO in eV: -8.77
Kohn-Sham gap in eV: 9.79
Total charge: 0
LUMO energy in eV: 1.0

Structure (XYZ):
```
10
C2H5NO2 (ωB97M-V/def2-TZVPD)
C 0.997 0.685 -0.080
N -0.188 0.297 0.509
C -0.722 -1.008 0.207
O -1.951 -0.430 -0.313
O -1.358 0.885 -0.108
H 1.140 1.695 0.056
H 1.860 0.186 0.376
H 1.191 0.747 -1.145
H -0.183 -1.459 -0.612
H -0.786 -1.597 1.109
```



Record 5
The following is a quantum chemistry calculation of an isolated ion of composition C5H9N2 and charge +1 at a distorted geometry, from OMol25.

Output
Strongest force on any atom in eV/A: 4.75
Electronic energy in Eh: -305.11650
SMILES: CC1=NC=[N+](C)C1
E_HOMO in eV: -15.24
Kohn-Sham gap in eV: 9.86
Total charge: +1
LUMO energy in eV: -5.4

Structure (XYZ):
```
16
C5H9N2 (ωB97M-V/def2-TZVPD)
C -1.900 -1.514 -0.667
C -0.713 -0.812 -0.142
N -0.302 -1.203 1.046
C 0.734 -0.384 1.331
N 0.817 0.542 0.380
C 1.602 1.752 0.381
C -0.038 0.317 -0.734
H -2.720 -1.049 -0.310
H -2.048 -2.599 -0.348
H -2.039 -1.413 -1.723
H 1.283 -0.633 2.259
H 0.993 2.329 -0.273
H 1.691 2.111 1.426
H 2.538 1.435 0.099
H 0.579 -0.040 -1.622
H -0.478 1.163 -1.103
```



Record 6
The following is a quantum chemistry calculation of a 7-piece molecular cluster, C60H67F9N8O13S overall, from OMol25.

Output
Strongest force on any atom in eV/A: 0.59
Electronic energy in Eh: -5039.08042
SMILES: O=C1C[C@](CCCCCCCCCCCCn2cccc2)(CCC(F)(F)C(F)(F)S(F)(F)(F)(F)F)CN1.O=[N+]([O-])c1ccccc1.O=[N+]([O-])c1ccccc1.O=[N+]([O-])c1ccccc1.O=[N+]([O-])c1ccccc1.O=[N+]([O-])c1ccccc1.O=[N+]([O-])c1ccccc1
E_HOMO in eV: -8.05
Kohn-Sham gap in eV: 7.12
Total charge: 0
LUMO energy in eV: -0.9

Structure (XYZ):
```
158
C60H67F9N8O13S (ωB97M-V/def2-TZVPD)
O 3.089 0.843 -2.494
C 2.040 0.709 -1.925
C 1.583 1.438 -0.686
C 0.462 0.578 -0.038
C -0.767 1.504 0.194
C -1.711 1.768 -0.994
C -2.956 0.874 -0.997
C -4.089 1.332 -1.943
C -5.340 1.792 -1.180
C -6.631 1.047 -1.557
C -7.917 1.811 -1.188
C -8.694 1.184 -0.024
C -9.315 -0.175 -0.378
C -10.772 -0.100 -0.867
C -11.530 -1.408 -0.622
C -12.799 -1.476 -1.457
N -13.582 -2.680 -1.242
C -13.096 -3.941 -1.034
C -14.159 -4.805 -0.922
C -15.341 -4.034 -1.064
C -14.946 -2.732 -1.261
C 0.935 0.065 1.365
C 0.895 -1.445 1.673
C 2.248 -2.093 1.476
F 3.136 -1.512 2.340
F 2.752 -1.889 0.232
C 2.352 -3.620 1.840
F 3.635 -3.903 2.088
F 1.645 -3.832 2.958
S 1.805 -4.889 0.522
F 0.881 -3.800 -0.199
F 3.038 -4.445 -0.379
F 2.683 -6.014 1.207
F 0.550 -5.348 1.375
F 1.395 -5.919 -0.600
C 0.241 -0.516 -1.121
N 1.014 -0.169 -2.322
H 1.153 2.366 -1.080
H 2.420 1.714 -0.047
H -0.364 2.458 0.547
H -1.371 1.109 1.019
H -1.175 1.663 -1.944
H -2.050 2.806 -0.940
H -2.678 -0.160 -1.221
H -3.350 0.858 0.026
H -3.718 2.157 -2.561
H -4.302 0.524 -2.645
H -5.509 2.863 -1.313
H -5.158 1.622 -0.116
H -6.631 0.098 -1.009
H -6.611 0.795 -2.620
H -8.588 1.868 -2.052
H -7.650 2.838 -0.919
H -9.497 1.870 0.264
H -8.032 1.086 0.841
H -9.258 -0.861 0.473
H -8.733 -0.634 -1.184
H -10.769 0.109 -1.942
H -11.284 0.726 -0.363
H -10.870 -2.238 -0.890
H -11.778 -1.477 0.441
H -13.442 -0.615 -1.262
H -12.516 -1.421 -2.516
H -12.039 -4.148 -0.983
H -14.091 -5.867 -0.746
H -16.360 -4.388 -1.038
H -15.557 -1.854 -1.405
H 1.946 0.432 1.550
H 0.309 0.544 2.121
H 0.129 -1.955 1.094
H 0.640 -1.589 2.725
H 0.607 -1.486 -0.805
H -0.803 -0.658 -1.382
H 0.476 0.144 -3.118
O -2.747 0.144 -6.263
N -2.698 -0.571 -5.286
O -3.538 -0.606 -4.407
C -1.520 -1.445 -5.127
C -0.508 -1.380 -6.067
C 0.607 -2.185 -5.893
C 0.689 -3.037 -4.800
C -0.345 -3.092 -3.875
C -1.462 -2.289 -4.032
H -0.591 -0.710 -6.909
H 1.413 -2.143 -6.612
H 1.564 -3.659 -4.667
H -0.280 -3.759 -3.027
H -2.277 -2.316 -3.323
O 1.120 7.914 -4.250
N 1.162 6.702 -4.299
O 0.393 6.008 -4.933
C 2.223 6.021 -3.532
C 3.091 6.785 -2.775
C 4.074 6.136 -2.045
C 4.174 4.751 -2.085
C 3.296 4.002 -2.859
C 2.308 4.642 -3.592
H 2.996 7.860 -2.758
H 4.763 6.715 -1.445
H 4.942 4.250 -1.510
H 3.379 2.924 -2.889
H 1.613 4.082 -4.200
O 10.672 -1.592 0.813
N 9.478 -1.360 0.876
O 9.005 -0.293 1.204
C 8.549 -2.449 0.531
C 9.067 -3.683 0.185
C 8.185 -4.706 -0.125
C 6.815 -4.481 -0.085
C 6.320 -3.230 0.259
C 7.190 -2.199 0.573
H 10.135 -3.838 0.160
H 8.570 -5.680 -0.395
H 6.129 -5.284 -0.323
H 5.255 -3.055 0.285
H 6.823 -1.221 0.845
O -4.771 2.268 2.973
N -4.538 1.090 2.805
O -5.237 0.328 2.167
C -3.280 0.551 3.356
C -2.452 1.391 4.077
C -1.264 0.880 4.576
C -0.928 -0.449 4.350
C -1.775 -1.273 3.620
C -2.965 -0.774 3.115
H -2.730 2.421 4.243
H -0.609 1.520 5.148
H -0.003 -0.846 4.750
H -1.513 -2.309 3.448
H -3.638 -1.397 2.544
O 13.210 3.412 -3.006
N 14.221 2.740 -2.975
O 15.270 3.044 -3.506
C 14.171 1.462 -2.241
C 12.981 1.077 -1.652
C 12.936 -0.131 -0.973
C 14.074 -0.924 -0.895
C 15.260 -0.514 -1.490
C 15.316 0.690 -2.173
H 12.110 1.710 -1.724
H 12.018 -0.456 -0.506
H 14.034 -1.866 -0.365
H 16.145 -1.132 -1.424
H 16.228 1.027 -2.644
O -0.645 2.571 7.354
N -0.016 1.866 8.121
O -0.489 0.949 8.757
C 1.423 2.143 8.280
C 1.978 3.203 7.586
C 3.329 3.462 7.748
C 4.096 2.668 8.590
C 3.516 1.607 9.274
C 2.165 1.337 9.122
H 1.365 3.810 6.938
H 3.783 4.288 7.218
H 5.150 2.877 8.716
H 4.114 0.989 9.928
H 1.695 0.519 9.646
```